[1]
Entry from OMol25: a molecular structure, CHFeO3 (the ωB97M-V functional and the def2-TZVPD basis).

Output
Relative energy (zero: lowest compared OMol25 entry of this formula, charge and spin) ... 0.000 eV
Highest occupied orbital energy (alpha / beta) ... -12.4 / -15.9 eV
LUMO energy (alpha / beta) ... -4.370 / -10.422 eV

```
! RIJCOSX wB97M-V def2-TZVPD def2/J DEFGRID3
* xyz 1 7
O 0.63583 1.07611 -0.03958
C -0.42047 0.36475 -0.08984
O -1.58517 0.73310 0.00319
Fe 2.33122 0.25699 0.00334
O -0.11391 -0.96105 -0.12044
H -0.84750 -1.46990 0.24333
*
```

[2]
Entry from OMol25: a molecular structure, C8H16N2O4 (the ωB97M-V functional and the def2-TZVPD basis).

Output
Relative energy (zero: lowest compared OMol25 entry of this formula, charge and spin) ... 8.120 eV
Highest occupied orbital energy ... -9.5 eV
LUMO energy ... 0.120 eV

```
! RIJCOSX wB97M-V def2-TZVPD def2/J DEFGRID3
* xyz 0 1
C -1.16131 -0.69999 -0.18308
C 0.04426 0.12267 -0.44387
C -2.33452 -0.11207 -0.48777
C -3.57361 -0.84087 -0.08526
C -2.71198 1.28955 0.07157
C 2.44764 0.18145 -0.24377
C 3.53440 -1.02014 -0.28660
C 3.14163 1.37335 0.46583
H -1.51514 -2.30322 1.08985
H -2.15988 -0.44520 1.69041
H -1.17522 -1.41575 -1.01349
H -2.56179 -0.02301 -1.62563
H -4.32641 -0.43258 -0.81215
H -3.67952 -1.90004 -0.51509
H -4.02049 -1.01931 0.92030
H -2.35112 1.39650 1.16529
H -2.06120 2.14297 -0.59147
H -3.71909 1.46027 -0.24933
H 1.06210 -0.68860 1.16769
H 2.32846 0.24004 -1.42346
H 3.29652 0.91807 1.41728
H 4.01932 1.69719 -0.04017
H 1.38028 1.81369 -0.02176
H 5.19508 -1.29215 -0.40881
N -1.16379 -1.11052 1.24294
N 1.22203 -0.12998 0.31905
O 0.30760 0.98551 -1.39480
O 3.37003 -2.18572 -0.07099
O 2.28177 2.48192 0.62433
O 4.88396 -0.48402 -0.27704
*
```

[3]
Entry from OMol25: a molecular structure, C9H12O (the ωB97M-V functional and the def2-TZVPD basis).

Output
Relative energy (zero: lowest compared OMol25 entry of this formula, charge and spin) ... 4.512 eV
Highest occupied orbital energy ... -8.4 eV
LUMO energy ... 0.859 eV

```
! RIJCOSX wB97M-V def2-TZVPD def2/J DEFGRID3
* xyz 0 1
C -0.57043 -0.40606 0.22557
C 0.32788 -1.19763 0.24995
C -1.89892 2.28580 0.40677
C -0.69118 2.10537 -0.11882
C -1.29937 0.62964 -0.43548
C 0.53503 2.85198 -0.39585
C -1.36039 0.25706 -1.89689
C 0.40479 -3.56669 0.45027
C 1.21603 -2.25816 0.63632
O -2.53493 1.09000 0.18128
H -2.44405 3.03831 1.01875
H 1.33893 2.03899 -0.67867
H 0.80846 3.32129 0.54224
H 0.48957 3.48649 -1.37355
H -2.24811 0.78401 -2.39297
H -1.58584 -0.77911 -1.98836
H -0.52282 0.60230 -2.43818
H -0.16606 -3.86391 1.34607
H 1.02437 -4.40639 0.34195
H -0.26392 -3.52973 -0.33034
H 2.11611 -2.23709 0.02251
H 1.39436 -2.23881 1.69835
*
```

[4]
Entry from OMol25: a molecular structure, C28H29N6OPt (the ωB97M-V functional and the def2-TZVPD basis).

Output
Relative energy (zero: lowest compared OMol25 entry of this formula, charge and spin) ... 0.777 eV
Highest occupied orbital energy ... -11.3 eV
LUMO energy ... -3.910 eV

```
! RIJCOSX wB97M-V def2-TZVPD def2/J DEFGRID3
* xyz 1 1
Pt 1.57770 -0.57195 1.04814
C -0.87007 0.98119 -5.25143
C -1.37338 1.75802 -4.02277
C -1.03795 3.24974 -4.17811
C -2.89290 1.59703 -3.94412
C -0.66459 1.21677 -2.79815
C 0.73576 1.22976 -2.73973
C 1.38510 0.66690 -1.67131
N 0.73939 0.07951 -0.65530
C -0.61447 0.10482 -0.64877
C -1.31745 0.67456 -1.70342
C -1.22802 -0.53105 0.51191
C -2.59583 -0.68266 0.69700
C -3.10748 -1.30506 1.82706
C -2.16952 -1.80968 2.73304
C -0.82608 -1.65786 2.48558
N -0.34404 -0.99536 1.43019
C -4.58602 -1.48848 2.10427
C -5.47361 -0.97452 0.96869
C -4.85589 -2.99121 2.29407
C -4.94012 -0.72259 3.38958
H -1.37643 1.34235 -6.14526
H -1.08268 -0.08278 -5.14324
H 0.20200 1.10132 -5.39864
H -1.55358 3.65029 -5.04962
H 0.03063 3.41275 -4.31207
H -1.36231 3.81052 -3.30125
H -3.34050 1.98348 -4.85832
H -3.31360 2.15730 -3.10817
H -3.17398 0.54672 -3.85516
H 1.32008 1.66874 -3.53370
H 2.46407 0.66775 -1.62638
H -2.39516 0.67825 -1.66294
H -3.26196 -0.29612 -0.05912
H -2.47266 -2.32246 3.63292
H -0.09383 -2.08098 3.15965
H -5.26520 -1.49404 0.03201
H -5.35372 0.09994 0.82164
H -6.51572 -1.15796 1.22591
H -4.55006 -3.54777 1.40743
H -5.92058 -3.15307 2.45498
H -4.32142 -3.39576 3.15124
H -4.75988 0.34518 3.26052
H -4.35727 -1.06672 4.24276
H -5.99565 -0.86758 3.61597
O 2.50595 -1.30054 2.73424
N 1.85084 -1.67196 3.77544
C 1.79345 -1.18939 4.96668
C 2.75400 -0.33045 5.58528
N 3.50260 0.36034 6.11689
C 0.66290 -1.56775 5.75116
N -0.30083 -1.84064 6.31463
N 3.39457 -0.07312 0.58310
C 4.48474 0.11136 0.28187
C 5.80634 0.37384 -0.13601
C 6.72027 0.94522 0.75575
C 8.00077 1.22336 0.31918
C 8.37033 0.93533 -0.98792
C 7.46332 0.36129 -1.86982
C 6.17850 0.07653 -1.45285
H 6.41475 1.16395 1.76919
H 8.71177 1.67061 0.99855
H 9.37271 1.16138 -1.32278
H 7.75974 0.13796 -2.88460
H 5.46215 -0.37453 -2.12557
*
```

[5]
Entry from OMol25: a single C4H9NOS molecule (the ωB97M-V functional and the def2-TZVPD basis).

Output
Relative energy (zero: lowest compared OMol25 entry of this formula, charge and spin) ... 2.615 eV
SMILES ... CCOC/C=N\S
Highest occupied orbital energy ... -8.9 eV
LUMO energy ... 0.878 eV

```
! RIJCOSX wB97M-V def2-TZVPD def2/J DEFGRID3
* xyz 0 1
C -2.54595 -1.18522 -0.22059
C -2.03897 0.24440 -0.25455
O -0.93236 0.35205 0.57566
C -0.19982 1.51827 0.47309
C 1.02898 1.32178 -0.42753
N 1.84376 0.38440 -0.52072
S 1.76445 -1.17470 0.14975
H -2.90414 -1.58879 0.71688
H -1.67648 -1.78076 -0.49640
H -3.31144 -1.30997 -1.04560
H -2.88198 0.89349 0.04592
H -1.65221 0.45911 -1.27253
H -0.80522 2.39630 0.12461
H 0.23788 1.72240 1.46494
H 1.30665 2.21430 -0.98145
H 0.54294 -1.11351 0.66470
*
```

[6]
Entry from OMol25: a single C7H11ClN2O3 molecule (the ωB97M-V functional and the def2-TZVPD basis).

Output
Relative energy (zero: lowest compared OMol25 entry of this formula, charge and spin) ... 2.263 eV
SMILES ... C/C(Cl)=C(\O)N(C)C(=O)N(C)C=O
Highest occupied orbital energy ... -8.3 eV
LUMO energy ... 0.662 eV

```
! RIJCOSX wB97M-V def2-TZVPD def2/J DEFGRID3
* xyz 0 1
C 2.11672 -0.65846 -1.59761
C 1.12870 0.12453 -0.81059
Cl 0.57982 1.56329 -1.47319
C 1.02300 -0.18353 0.46356
O 1.85479 -1.13596 0.92797
N 0.15795 0.56543 1.30325
C 0.67989 0.82774 2.61936
C -1.17030 0.70018 1.04766
O -1.86015 1.38229 1.77632
N -1.53858 0.04616 -0.10625
C -2.67280 0.63955 -0.75170
C -1.21802 -1.28287 -0.42707
O -0.74803 -2.11686 0.31981
H 2.25561 -0.11667 -2.58700
H 1.75960 -1.68153 -1.73052
H 3.04879 -0.89632 -1.13779
H 1.37390 -1.53175 1.63553
H 0.39420 1.97865 2.83978
H 0.15863 0.26462 3.26866
H 1.69363 0.72762 2.85330
H -3.48999 -0.15616 -1.03141
H -3.05209 1.53274 -0.15129
H -2.32677 1.24149 -1.57720
H -1.63171 -1.31974 -1.42047
*
```

[7]
Entry from OMol25: a molecular structure, C42H53BrClIrN3O4 (the ωB97M-V functional and the def2-TZVPD basis).

Output
Relative energy (zero: lowest compared OMol25 entry of this formula, charge and spin) ... 0.194 eV
Highest occupied orbital energy ... -4.2 eV
LUMO energy ... 2.573 eV

```
! RIJCOSX wB97M-V def2-TZVPD def2/J DEFGRID3
* xyz -1 1
Ir -0.32472 0.28218 0.26116
C 4.47546 -0.12448 1.58868
C 3.92242 -1.22188 0.66231
C 2.70506 -1.89390 1.30641
C 3.75793 -0.77809 -0.79996
C 4.74642 -1.23043 -1.67350
C 4.74608 -0.87813 -3.00982
C 3.72695 -0.07781 -3.48937
C 2.70343 0.40238 -2.66898
C 1.73279 1.37466 -3.33155
C 1.91409 2.79905 -2.80300
C 0.26925 0.94512 -3.31698
C 2.73279 0.04528 -1.31290
N 1.76272 0.52767 -0.35905
C 2.17645 1.54594 0.32156
C 1.55027 1.89730 1.52756
C 1.86265 2.87702 2.43682
C 0.99916 2.65649 3.51510
C 0.21181 1.53508 3.22827
N 0.55147 1.06390 1.97695
C -0.58896 0.83419 4.32034
C -1.89542 0.21897 3.84044
C 0.31907 -0.26089 4.91487
C -0.91832 1.82870 5.43470
H 5.03050 -0.59016 2.40769
H 3.68434 0.47352 2.04044
H 5.15730 0.54467 1.05832
H 4.70304 -1.98364 0.61300
H 1.82982 -1.24226 1.32616
H 2.94924 -2.15939 2.33934
H 2.43062 -2.81446 0.78725
H 5.53542 -1.86493 -1.28422
H 5.52866 -1.22903 -3.67201
H 3.72300 0.21584 -4.53297
H 2.03818 1.38685 -4.38108
H 1.61028 2.87887 -1.76276
H 1.28838 3.49250 -3.37037
H 2.95593 3.11942 -2.89502
H -0.15398 0.96516 -2.31460
H 0.15055 -0.05809 -3.72988
H -0.32511 1.64519 -3.91028
H 3.06119 2.09623 0.00800
H 2.61498 3.64200 2.31790
H 0.96869 3.21805 4.43516
H -1.74647 -0.34208 2.93448
H -2.63919 0.98677 3.62504
H -2.28870 -0.45409 4.60974
H 0.62257 -0.97944 4.15709
H -0.20532 -0.79964 5.71164
H 1.22501 0.18560 5.33307
H -1.44800 2.69832 5.03828
H -0.02271 2.17551 5.95462
H -1.56526 1.34238 6.16971
Cl 1.04653 5.25937 -0.04945
C -0.51351 4.55208 0.55063
C -0.99628 3.43734 -0.36560
O -1.97098 3.65944 -1.07299
O -0.32473 2.34015 -0.31808
H -1.23495 5.35971 0.55384
H -0.32752 4.17428 1.55306
Br -3.39423 3.26974 2.35412
C -4.43404 2.83513 0.81969
C -5.57976 3.60371 0.65176
C -6.40963 3.39579 -0.43752
C -6.09212 2.41356 -1.36403
C -4.93984 1.66860 -1.19506
C -4.08904 1.85764 -0.10630
C -2.83565 1.02600 -0.11087
O -2.51603 0.40550 -1.12757
O -2.11247 0.95198 0.96642
H -5.80697 4.37331 1.37583
H -7.29257 4.01051 -0.56284
H -6.72782 2.24206 -2.22292
H -4.64549 0.92215 -1.91892
C -2.11745 -2.92707 -4.46151
C -0.98206 -2.81415 -3.47529
C 0.27091 -3.34160 -3.76159
C 1.31738 -3.24029 -2.84935
C 2.65655 -3.84725 -3.18453
C 1.09803 -2.60423 -1.62733
C -0.16183 -2.12054 -1.29182
C -1.18025 -2.20893 -2.24305
N -0.52526 -1.62808 -0.00080
C -1.33685 -2.58342 0.81583
C -0.61743 -2.70053 2.16274
C -2.80104 -2.16854 0.98179
C -1.35005 -3.99062 0.20999
H -1.74722 -3.01980 -5.48406
H -2.76806 -2.05272 -4.41067
H -2.73162 -3.80649 -4.24993
H 0.43814 -3.84321 -4.71191
H 2.53045 -4.76340 -3.76608
H 3.22303 -4.08528 -2.28242
H 3.26052 -3.15764 -3.77286
H 1.89013 -2.54171 -0.89516
H -2.13976 -1.76102 -2.00586
H -0.27179 -1.72247 2.47749
H 0.26019 -3.34583 2.06042
H -1.27048 -3.11399 2.93862
H -3.28965 -2.14867 0.00485
H -2.91467 -1.18922 1.41795
H -3.31984 -2.89274 1.61911
H -0.34172 -4.33105 -0.03815
H -1.96253 -4.05442 -0.69013
H -1.77050 -4.67114 0.95670
*
```

[8]
Entry from OMol25: a single C4H7N molecule (the ωB97M-V functional and the def2-TZVPD basis).

Output
Relative energy (zero: lowest compared OMol25 entry of this formula, charge and spin) ... 2.062 eV
SMILES ... [H]/N=C1/C[C@H]1C
Highest occupied orbital energy ... -9.4 eV
LUMO energy ... 0.986 eV

```
! RIJCOSX wB97M-V def2-TZVPD def2/J DEFGRID3
* xyz 0 1
H 1.27696 1.74894 0.59430
N 1.88869 0.98773 0.89233
C 1.17970 0.13504 0.29155
C 0.77755 -1.16151 -0.19060
C -0.05010 0.10753 -0.51710
C -1.42080 0.26273 0.11510
H 0.31990 -1.84080 0.52004
H 1.34020 -1.59672 -1.00724
H 0.03574 0.47728 -1.54013
H -1.86461 1.25152 -0.05439
H -2.10580 -0.48151 -0.30320
H -1.37745 0.10977 1.19936
*
```

[9]
Entry from OMol25: 3 unconnected molecules or ions with the total composition C16H24N3O5PS (the ωB97M-V functional and the def2-TZVPD basis).

Output
SMILES ... O=NOC[C@H]1C(=O)N[C@H]([PH2]=S)[C@@H]1c1ccncc1.CC(C)=O.CC(C)=O
Highest occupied orbital energy ... -8.8 eV
LUMO energy ... -0.680 eV

```
! RIJCOSX wB97M-V def2-TZVPD def2/J DEFGRID3
* xyz 0 1
O 1.06116 1.16196 4.83145
N 0.51964 1.91531 4.14574
O 0.09560 1.29452 2.89588
C 1.00469 1.67970 1.85217
C 0.29074 2.29770 0.63727
C 0.90204 1.53802 -0.58331
O 2.03980 1.20429 -0.70233
N -0.09072 1.28532 -1.54095
C -1.28639 2.04307 -1.12120
P -1.13041 3.71066 -1.92088
S -2.81665 4.49792 -2.51485
C -1.19166 1.99023 0.41264
C -2.26884 2.74336 1.16021
C -2.06150 3.34260 2.39697
C -3.12590 3.98445 3.02083
N -4.35205 4.07723 2.51779
C -4.53038 3.52888 1.32005
C -3.54332 2.86184 0.60480
H 1.58732 0.80722 1.58294
H 1.70704 2.41092 2.24848
H 0.61288 3.31920 0.45954
H -0.25907 0.30190 -1.72748
H -2.19268 1.62220 -1.53546
H -0.43280 4.54784 -1.03387
H -0.26566 3.51483 -3.00259
H -1.26265 0.91789 0.61792
H -1.09777 3.31630 2.86539
H -2.96038 4.43307 3.99027
H -5.51390 3.62040 0.88235
H -3.77322 2.45181 -0.36128
C -1.35803 -4.21438 -2.79600
C -0.56542 -3.07913 -2.20013
C -0.05978 -3.26335 -0.79030
O -0.33878 -2.06621 -2.82325
H -1.65829 -3.95626 -3.80853
H -0.75127 -5.12065 -2.82091
H -2.24821 -4.40373 -2.19445
H 0.60213 -4.13046 -0.74471
H -0.89556 -3.41600 -0.10587
H 0.49354 -2.37664 -0.48517
C 4.26321 -4.25859 -1.63190
C 3.83417 -4.58436 -0.22135
C 4.10479 -3.53783 0.83310
O 3.29424 -5.63131 0.05015
H 4.01254 -5.08935 -2.28731
H 3.75251 -3.35941 -1.98155
H 5.34023 -4.08899 -1.66661
H 3.58837 -2.60981 0.58114
H 5.17546 -3.33938 0.89842
H 3.74919 -3.89481 1.79675
*
```

[10]
Entry from OMol25: a single C5H13N3 molecule (the ωB97M-V functional and the def2-TZVPD basis).

Output
Relative energy (zero: lowest compared OMol25 entry of this formula, charge and spin) ... 2.243 eV
SMILES ... C=C(N)N(N)CCC
Highest occupied orbital energy ... -7.2 eV
LUMO energy ... 1.020 eV

```
! RIJCOSX wB97M-V def2-TZVPD def2/J DEFGRID3
* xyz 0 1
C -1.12348 1.83652 -1.07880
C -1.46982 0.92296 -0.16264
N -2.78506 0.47524 -0.02605
N -0.60468 0.47584 0.85085
N -1.16818 -0.58086 1.66841
C 0.78434 0.33255 0.59215
C 1.15291 -0.90279 -0.44811
C 2.65055 -1.13929 -0.54481
H -1.82820 2.12933 -1.83689
H -0.14019 2.26022 -1.13640
H -3.35668 0.69083 -0.82878
H -2.84855 -0.49790 0.24128
H -0.42408 -0.97515 2.23880
H -1.81639 -0.11969 2.30721
H 1.31498 0.13867 1.52818
H 1.20096 1.02001 -0.17086
H 0.72228 -0.68740 -1.42663
H 0.64615 -1.78829 -0.05941
H 3.07605 -1.34517 0.43661
H 3.14887 -0.25922 -0.95042
H 2.86820 -1.98641 -1.19370
*
```

[11]
Entry from OMol25: a single C4H5NO molecule (the ωB97M-V functional and the def2-TZVPD basis).

Output
Relative energy (zero: lowest compared OMol25 entry of this formula, charge and spin) ... 1.620 eV
SMILES ... C[C@H](C#N)C=O
Highest occupied orbital energy ... -10.5 eV
LUMO energy ... 0.286 eV

```
! RIJCOSX wB97M-V def2-TZVPD def2/J DEFGRID3
* xyz 0 1
C -1.04170 -0.72760 0.66882
C 0.08927 0.28679 0.33206
C 0.11278 1.56031 -0.54099
N 0.40850 2.48963 -1.17750
C 1.04218 -0.29875 -0.69059
O 0.64012 -0.89446 -1.65672
H -1.92162 -0.29342 1.14539
H -1.32222 -1.29967 -0.21843
H -0.64511 -1.46669 1.39227
H 0.55847 0.62826 1.26299
H 2.07932 0.01559 -0.51731
*
```